Formula: C41H42P2Pb
Source: OMol25
Level of theory: ωB97M-V/def2-TZVPD

XYZ file:
```
86
Properties=species:S:1:pos:R:3:forces:R:3
Pb -4.4203 -0.2218 0.2262 -1.1 -0.8 1.1
C -3.6858 -5.1876 1.4884 0.0 0.0 0.4
C -2.4553 -4.7742 1.8250 -0.8 0.1 0.1
C -1.1822 -4.8185 1.0339 1.0 0.0 0.3
C -1.0597 -3.7805 -0.1114 0.6 -0.8 -0.4
C -1.9084 -4.0299 -1.3338 -0.6 0.0 0.4
C -2.9018 -4.9255 -1.4521 0.3 0.4 -0.6
C -3.0344 -6.2439 -0.7726 -0.7 -0.6 1.2
C -4.0423 -6.1844 0.4269 0.2 -0.2 -0.9
C -4.8226 -0.1194 -1.9346 -0.3 0.1 -0.5
H -4.5538 -4.8530 2.0802 0.6 -0.4 0.1
H -2.3218 -4.3494 2.8185 -0.3 0.5 -0.2
H -0.9417 -5.8299 0.6909 0.1 0.4 0.0
H -0.3837 -4.5560 1.7451 -0.1 -0.2 -0.2
H -1.3595 -2.7901 0.2753 0.1 -0.3 -0.1
H 0.0097 -3.6998 -0.4159 -0.5 0.0 0.3
H -1.7639 -3.2950 -2.1234 -0.5 0.3 0.2
H -3.7333 -4.6999 -2.1280 0.6 -0.2 -0.5
H -2.0689 -6.6149 -0.3976 -0.6 0.1 -0.5
H -3.4288 -7.0002 -1.4822 0.3 0.5 0.2
H -5.0548 -5.9887 0.0298 0.4 -0.1 0.2
H -4.0594 -7.1880 0.8995 -0.2 0.4 -0.1
H -5.8774 -0.3497 -2.1026 0.2 -0.1 -0.1
H -4.1719 -0.9127 -2.3343 -0.2 0.4 -0.3
H -4.6103 0.8632 -2.3665 0.3 -0.3 0.0
P 2.4881 3.0968 1.6631 -0.1 0.5 0.4
P 2.5617 3.4242 -1.4913 0.2 0.9 -0.3
C 3.7252 2.2085 0.6841 0.1 -0.2 -1.3
C 3.8613 2.4940 -0.6347 0.2 -0.2 1.2
C 3.5921 3.8101 2.9815 0.1 0.0 0.0
C 4.8494 3.2846 3.3138 -0.1 0.2 0.4
C 5.5766 3.8091 4.3926 -0.2 0.1 -0.3
C 5.0886 4.9163 5.0921 -0.1 -0.2 -0.2
C 3.8831 5.5087 4.7012 0.2 -0.1 0.0
C 3.1431 4.9644 3.6534 0.2 -0.5 -0.1
C 1.7016 1.6364 2.4267 0.1 -0.1 0.3
C 0.9291 0.8477 1.5530 0.0 -0.1 0.5
C 0.2977 -0.2995 2.0303 0.1 0.0 0.4
C 0.4311 -0.6603 3.3832 0.2 0.2 -0.1
C 1.2126 0.1263 4.2443 -0.3 -0.1 -0.2
C 1.8423 1.2852 3.7751 -0.4 -0.4 -0.3
C 3.7320 4.4079 -2.5397 0.2 0.3 -0.4
C 4.5549 5.3426 -1.8815 0.2 -0.1 -0.3
C 5.5638 6.0236 -2.5696 -0.1 -0.1 -0.3
C 5.7468 5.8025 -3.9456 -0.2 -0.1 0.2
C 4.8972 4.9163 -4.6204 0.0 0.2 0.3
C 3.8824 4.2424 -3.9220 0.4 0.2 0.0
C 1.9797 2.1811 -2.6889 -0.3 -0.3 0.1
C 0.7886 2.4747 -3.3819 0.5 -0.3 -0.2
C 0.3636 1.6339 -4.4097 0.2 -0.3 -0.1
C 1.0938 0.4744 -4.7205 0.1 0.2 0.2
C 2.2230 0.1408 -3.9606 -0.2 0.0 0.1
C 2.6491 0.9747 -2.9200 -0.3 0.0 -0.6
H 4.2932 1.4110 1.1787 0.3 0.5 -0.2
H 4.7423 2.2018 -1.2198 -0.4 -0.4 0.2
H 5.2730 2.4676 2.7308 -0.2 0.1 0.3
H 6.5246 3.3471 4.6742 -0.2 0.2 -0.1
H 5.6526 5.3154 5.9334 -0.1 0.0 -0.2
H 3.5229 6.3956 5.2199 0.1 -0.2 -0.1
H 2.2078 5.4256 3.3418 0.1 -0.1 0.1
H 0.8310 1.1378 0.5046 0.0 -0.1 0.2
H -0.3000 -0.9148 1.3541 0.2 0.2 0.2
H -0.0701 -1.5603 3.7587 0.2 0.4 -0.1
H 1.3235 -0.1631 5.2934 -0.1 0.1 -0.4
H 2.4325 1.9037 4.4551 -0.1 -0.2 -0.3
H 4.4240 5.5128 -0.8124 0.0 0.0 -0.2
H 6.2190 6.7235 -2.0377 -0.3 -0.3 -0.2
H 6.5468 6.3237 -4.4833 -0.4 -0.2 0.2
H 5.0311 4.7460 -5.6941 -0.1 0.1 0.4
H 3.2319 3.5631 -4.4662 0.1 0.0 0.1
H 0.2175 3.3683 -3.1269 0.2 -0.2 -0.1
H -0.5295 1.8803 -4.9842 0.2 -0.1 0.2
H 0.7772 -0.1747 -5.5436 0.1 0.3 0.3
H 2.7839 -0.7716 -4.1799 -0.3 0.3 0.1
H 3.5073 0.6905 -2.3093 -0.2 0.1 -0.3
C -7.5198 -4.3663 0.5770 -0.3 -0.5 -0.1
C -7.5982 -3.4973 1.6636 0.0 0.6 0.2
C -7.0270 -2.2035 1.5806 -0.3 -1.2 0.3
C -6.2879 -1.8590 0.4499 1.4 1.7 0.1
C -6.2558 -2.7051 -0.6428 -0.3 -1.0 -0.3
C -6.9250 -3.9367 -0.6063 0.2 -0.1 -0.3
H -7.9284 -5.3975 0.6433 0.2 0.9 0.0
H -8.1135 -3.8197 2.5823 0.3 0.2 -0.5
H -7.1650 -1.5376 2.4386 0.3 -0.1 -0.3
H -5.6925 -2.4655 -1.5504 -0.3 0.0 0.3
H -6.9560 -4.5587 -1.5156 0.1 0.2 0.6
```
Forces are in eV/Å.

Properties
HOMO level ... -7.69 eV
Lowest unoccupied orbital energy ... -0.026 hartree
HOMO-LUMO gap ... 6.976 eV
Electronic energy ... -67018.47110 eV


Formula: C41H42P2PbTe
Source: OMol25
Level of theory: ωB97M-V/def2-TZVPD

XYZ file:
```
87
Properties=species:S:1:pos:R:3:forces:R:3
Pb -1.1614 -0.3481 1.7822 -0.5 -1.2 0.5
C 2.2460 -5.3731 -1.1496 0.3 0.5 -0.5
C 2.4509 -4.0889 -1.4953 0.3 -1.1 0.1
C 1.8041 -3.4318 -2.6827 -0.1 1.1 0.0
C 0.4149 -2.7708 -2.4763 0.5 0.3 0.0
C -0.7816 -3.6642 -2.2897 0.3 -0.6 -1.0
C -0.8570 -4.9836 -2.5502 -0.1 1.3 0.5
C 0.2658 -5.9127 -2.9017 0.1 -0.7 -0.2
C 1.2511 -6.3338 -1.7998 0.4 -0.5 0.3
C -1.8917 -2.4861 2.1569 -0.5 0.3 0.0
H 2.9454 -5.8343 -0.4248 -0.8 0.3 -0.2
H 3.2547 -3.4876 -1.0121 -0.7 -0.7 -0.1
H 1.7628 -4.0633 -3.5875 0.2 0.4 0.6
H 2.4837 -2.5976 -2.9063 -0.2 -0.1 -0.4
H 0.4511 -2.0142 -1.6609 0.1 -0.5 -0.2
H 0.2591 -2.1423 -3.3756 -0.2 -0.3 0.2
H -1.6853 -3.0846 -2.1377 -0.3 -0.3 0.3
H -1.8388 -5.4655 -2.5076 0.2 0.3 0.2
H 0.8702 -5.6194 -3.7620 -0.5 0.1 -0.1
H -0.2519 -6.8330 -3.2162 0.4 0.1 0.1
H 0.6698 -6.8337 -1.0133 0.2 0.2 0.0
H 1.8486 -7.1377 -2.2718 -0.1 0.2 0.3
H -1.4564 -2.7868 3.1417 -0.4 0.2 -0.4
H -1.6506 -3.3199 1.4747 0.0 0.5 0.0
H -3.0186 -2.3748 2.2000 1.1 -0.2 0.2
P 0.8730 3.8200 1.0234 0.8 0.7 0.0
P -2.2246 3.9138 0.5070 -0.6 1.1 -0.2
C 0.2500 4.2205 -0.6438 -1.4 -0.5 -0.6
C -1.0880 4.3221 -0.8482 1.5 0.2 0.1
C 2.0939 5.2484 1.0999 0.1 0.1 0.1
C 2.6632 5.8711 -0.0298 0.2 0.3 0.2
C 3.4796 7.0104 0.1079 -0.2 -0.3 0.2
C 3.7803 7.5061 1.3855 -0.2 -0.3 -0.3
C 3.2417 6.8724 2.5132 0.1 0.2 -0.3
C 2.3894 5.7763 2.3705 0.1 0.0 -0.5
C 1.9276 2.3701 0.6225 0.4 0.3 -0.1
C 1.2770 1.1697 0.2954 0.1 0.6 0.0
C 2.0120 0.0448 -0.0317 0.1 -0.3 0.1
C 3.4095 0.0877 -0.0376 0.0 0.3 0.1
C 4.0588 1.2795 0.3021 -0.1 -0.2 0.0
C 3.3270 2.4243 0.6474 -0.1 -0.5 -0.2
C -3.2692 5.4604 0.2139 -0.2 -0.2 0.0
C -2.6998 6.7364 0.4324 -0.4 -0.3 -0.1
C -3.4383 7.8892 0.1389 -0.2 -0.3 -0.1
C -4.7377 7.7795 -0.3863 0.1 -0.3 0.2
C -5.3098 6.5145 -0.5803 0.3 0.1 0.2
C -4.5812 5.3585 -0.2687 0.1 0.4 0.0
C -3.2061 2.6328 -0.3570 0.0 -0.1 0.1
C -4.0863 1.8869 0.4462 0.2 0.1 -0.4
C -4.9055 0.9265 -0.1316 -0.2 -0.2 -0.1
C -4.8600 0.6851 -1.5057 0.2 0.2 -0.1
C -3.9562 1.3978 -2.2956 0.2 0.0 0.0
C -3.1119 2.3592 -1.7271 -0.4 -0.3 0.1
H 0.9695 4.3189 -1.4645 -0.4 0.2 0.2
H -1.5267 4.7179 -1.7810 0.4 -0.4 0.3
H 2.4669 5.4891 -1.0365 0.1 0.2 0.5
H 3.8816 7.5055 -0.7891 -0.2 -0.3 0.5
H 4.4319 8.3814 1.4831 -0.3 -0.4 0.1
H 3.4891 7.2507 3.5026 -0.1 -0.1 -0.1
H 1.9396 5.3179 3.2468 0.1 0.1 -0.1
H 0.1751 1.1637 0.2824 0.7 0.2 -0.3
H 1.4910 -0.8834 -0.2625 0.2 0.1 -0.1
H 3.9750 -0.8059 -0.3113 -0.1 0.3 0.1
H 5.1479 1.3210 0.3013 -0.3 0.0 0.0
H 3.8506 3.3488 0.9166 -0.3 -0.4 -0.1
H -1.6758 6.8242 0.8131 -0.4 0.0 -0.1
H -2.9999 8.8765 0.3147 -0.2 -0.4 -0.1
H -5.3099 8.6795 -0.6293 0.2 -0.3 0.1
H -6.3265 6.4142 -0.9711 0.4 0.1 0.1
H -5.0306 4.3738 -0.4289 0.1 0.4 0.0
H -4.1251 2.0746 1.5215 0.0 0.0 -0.3
H -5.6038 0.3745 0.4886 0.1 0.0 0.0
H -5.5207 -0.0518 -1.9660 0.2 0.2 0.2
H -3.9031 1.2120 -3.3696 0.0 0.0 0.3
H -2.3882 2.8936 -2.3474 -0.4 -0.2 0.2
Te 0.8604 -4.9427 2.4125 -0.5 1.8 0.7
C 1.3060 -6.8867 2.8984 0.3 -0.9 -0.3
C 1.0665 -7.6654 1.7469 0.6 -0.7 1.1
C 1.5447 -8.9661 1.6931 -0.2 0.3 0.0
C 2.2496 -9.4889 2.7743 0.0 0.0 0.2
C 2.4294 -8.7563 3.9518 -0.4 0.5 0.0
C 1.9336 -7.4520 4.0448 -0.5 0.4 -1.3
H 0.5463 -7.1879 0.9299 0.0 -0.3 -0.1
H 1.3606 -9.5336 0.7864 0.2 -0.2 0.1
H 2.6474 -10.4857 2.7037 0.1 -0.3 0.0
H 2.9367 -9.1835 4.8153 0.0 -0.1 -0.3
H 2.0179 -6.8243 4.9321 0.2 -0.3 -0.2
```
Forces are in eV/Å.

Properties
HOMO level (alpha / beta) ... -5.18 / -5.20 eV
Lowest unoccupied orbital energy (alpha / beta) ... -0.090 / -0.086 hartree
HOMO-LUMO gap (alpha / beta) ... 2.729 / 2.867 eV
Electronic energy ... -74309.41141 eV


Formula: C41H42P2SeSr
Source: OMol25
Level of theory: ωB97M-V/def2-TZVPD

XYZ file:
```
87
Properties=species:S:1:pos:R:3:forces:R:3
Sr 0.1715 1.8232 -2.8975 1.7 1.0 3.4
C -1.6884 1.5226 -4.4874 -1.5 -1.6 -0.1
C -1.6631 0.3244 -3.8298 -2.1 0.2 -1.8
C -1.0410 -0.9316 -4.3813 0.5 -0.6 0.0
C 0.2849 -0.7544 -5.1759 -0.2 -0.8 -0.2
C 1.2540 0.2366 -4.5914 0.2 -2.0 0.8
C 1.4375 1.5354 -4.9726 1.1 1.7 -0.7
C 0.4324 2.4133 -5.6663 0.0 -0.1 -0.5
C -1.0149 1.8448 -5.7977 0.2 0.6 -0.7
C 1.4787 -0.0577 2.6038 0.2 0.4 0.7
H -2.3122 2.3433 -4.0827 0.3 -0.4 0.1
H -2.3189 0.1694 -2.9467 0.6 0.4 -0.4
H -1.7679 -1.4651 -5.0230 0.0 0.3 0.2
H -0.8491 -1.6328 -3.5500 -0.1 0.4 -0.2
H 0.7933 -1.7366 -5.1645 -0.3 0.3 0.0
H 0.0752 -0.5749 -6.2429 0.1 0.1 0.4
H 2.0353 -0.2463 -3.9771 -0.1 0.4 -0.5
H 2.4140 2.0237 -4.8140 -0.3 -0.3 -0.1
H 0.7985 2.6760 -6.6737 -0.3 0.0 0.2
H 0.3799 3.4028 -5.1589 -0.2 0.0 0.0
H -1.6160 2.6358 -6.2859 0.2 -0.3 0.3
H -1.0151 1.0026 -6.5053 0.0 0.3 0.5
H 0.9116 0.8753 2.7201 -0.1 -0.4 0.0
H 2.2915 -0.0882 3.3433 -0.2 0.1 -0.1
H 0.8047 -0.9031 2.7836 0.1 0.3 -0.1
P -1.6414 -0.6546 1.0633 1.5 -0.4 -1.7
P 2.1615 -0.1899 0.9679 -1.6 -1.0 -1.8
C -0.3777 -0.7819 -0.2107 -2.7 0.0 -1.8
C 0.9848 -0.8880 -0.1908 2.5 -0.4 0.8
C -2.5427 -2.2581 1.0441 -0.2 -0.1 -0.5
C -2.7239 -2.9435 -0.1694 -0.3 -0.4 0.5
C -3.4522 -4.1359 -0.1951 0.2 0.2 0.1
C -4.0148 -4.6470 0.9782 0.1 0.2 0.0
C -3.8465 -3.9600 2.1828 0.1 -0.2 -0.2
C -3.0992 -2.7833 2.2235 0.1 0.1 -0.2
C -2.8093 0.4651 0.2003 0.5 -0.3 1.2
C -2.3519 1.7166 -0.2698 -0.1 -0.1 -0.2
C -3.2816 2.6422 -0.7557 0.0 -0.2 0.3
C -4.6513 2.4475 -0.5247 0.1 0.0 -0.2
C -5.0905 1.2689 0.0835 0.2 -0.2 0.0
C -4.1862 0.2494 0.3773 -0.1 0.4 -0.3
C 3.6208 -1.2367 1.0077 0.5 -0.1 -0.1
C 3.4684 -2.5762 1.4099 0.2 0.3 -0.1
C 4.5881 -3.4020 1.4921 0.0 0.2 0.0
C 5.8527 -2.9006 1.1700 -0.2 0.2 0.0
C 5.9998 -1.5751 0.7525 0.0 -0.1 0.0
C 4.8898 -0.7350 0.6785 -0.3 -0.3 0.1
C 2.6121 1.4495 0.3310 0.8 0.1 0.4
C 2.5211 2.5820 1.1538 -0.1 0.1 -0.2
C 2.5994 3.8566 0.5849 -0.1 0.1 0.2
C 2.7689 4.0140 -0.7882 -0.2 0.3 -0.1
C 2.9473 2.8893 -1.6044 0.3 -0.4 0.1
C 2.9283 1.6131 -1.0366 0.0 0.2 -0.1
H -0.8656 -0.9334 -1.2027 0.7 0.0 -0.1
H 1.4717 -1.3502 -1.0691 0.0 0.5 0.4
H -2.3033 -2.5481 -1.0945 -0.1 -0.1 0.2
H -3.5811 -4.6591 -1.1407 0.0 0.0 0.2
H -4.5827 -5.5763 0.9464 0.1 0.2 0.0
H -4.3041 -4.3478 3.0923 0.2 0.1 -0.2
H -2.9593 -2.2448 3.1638 -0.1 -0.1 -0.3
H -1.2874 2.0083 -0.1161 -0.7 -0.4 -0.4
H -2.9269 3.5378 -1.2633 -0.1 0.1 0.3
H -5.3746 3.2228 -0.7924 0.3 -0.3 0.0
H -6.1362 1.1303 0.3528 0.1 0.1 -0.2
H -4.5390 -0.6976 0.7906 0.1 0.3 -0.1
H 2.4731 -2.9552 1.6475 0.3 0.1 -0.1
H 4.4692 -4.4375 1.8084 0.1 0.2 -0.1
H 6.7263 -3.5456 1.2470 -0.2 0.1 -0.1
H 6.9826 -1.1888 0.4812 -0.2 -0.1 0.1
H 4.9980 0.3057 0.3645 0.0 -0.3 0.1
H 2.4000 2.4611 2.2352 0.0 0.2 -0.5
H 2.5267 4.7335 1.2321 0.0 -0.3 -0.2
H 2.7818 5.0110 -1.2362 0.1 -0.3 0.2
H 3.1774 3.0125 -2.6698 0.0 -0.1 0.4
H 3.2257 0.7423 -1.6377 -0.5 0.3 0.1
Se -2.0591 0.5283 3.3127 -0.6 1.3 2.1
C -1.1083 0.3260 4.9233 -0.4 0.3 0.8
C -0.9073 1.4542 5.7571 0.3 -0.5 0.2
C -0.3329 1.3091 7.0178 0.2 -0.2 -0.3
C 0.0983 0.0482 7.4596 -0.1 -0.1 -0.1
C -0.0829 -1.0709 6.6347 0.1 0.3 0.0
C -0.6684 -0.9359 5.3746 0.1 0.4 0.1
H -1.2294 2.4313 5.3991 0.0 -0.2 0.1
H -0.2201 2.1826 7.6615 0.0 -0.2 -0.1
H 0.5666 -0.0605 8.4401 -0.2 0.0 -0.3
H 0.2251 -2.0606 6.9780 0.0 0.3 -0.1
H -0.8043 -1.7979 4.7204 -0.1 0.1 0.2
```
Forces are in eV/Å.

Properties
HOMO level (alpha / beta) ... -3.90 / -3.87 eV
Lowest unoccupied orbital energy (alpha / beta) ... -0.034 / -0.022 hartree
HOMO-LUMO gap (alpha / beta) ... 2.993 / 3.283 eV
Electronic energy ... -127949.51003 eV


Formula: C41H43AsNOPPtSSi
Source: OMol25
Level of theory: ωB97M-V/def2-TZVPD

XYZ file:
```
91
Properties=species:S:1:pos:R:3:forces:R:3
Pt -0.2663 -0.8064 0.3461 0.0 1.0 0.5
S -0.3414 0.0897 2.8772 -0.4 -1.0 -1.8
C 1.2373 -0.2783 3.4948 0.4 -0.1 -0.3
C 1.4178 -0.4807 4.8625 -0.1 0.1 -0.2
C 2.6741 -0.7415 5.3680 0.2 0.1 0.0
C 3.7729 -0.8179 4.5224 0.0 0.0 0.2
C 3.6022 -0.6280 3.1612 0.2 0.1 -0.3
C 2.3516 -0.3332 2.6392 -0.3 -0.3 0.3
As 1.9903 -0.0489 0.7542 0.1 1.0 0.3
C 1.9664 1.8930 0.6099 0.0 0.1 -0.2
C 1.8598 2.7615 1.6855 0.1 -0.3 0.2
C 1.8049 4.1283 1.4706 0.0 0.1 0.0
C 1.8442 4.6373 0.1853 0.0 0.1 -0.1
C 1.9521 3.7770 -0.8969 -0.1 0.1 -0.1
C 2.0119 2.4148 -0.6804 0.0 -0.4 0.0
C 3.7863 -0.3593 0.0373 -0.3 -0.4 -0.2
C 4.7546 0.6371 0.0198 -0.3 0.3 0.2
C 6.0512 0.3477 -0.3677 0.0 0.0 0.0
C 6.3893 -0.9454 -0.7360 0.0 0.0 0.0
C 5.4343 -1.9507 -0.7048 0.0 0.0 -0.1
C 4.1358 -1.6534 -0.3286 -0.4 -0.1 0.1
H 0.5517 -0.4150 5.5039 0.0 -0.1 0.1
H 2.7938 -0.8795 6.4315 0.1 -0.1 0.1
H 4.7559 -1.0041 4.9283 0.1 -0.1 0.0
H 4.4538 -0.7000 2.4923 0.0 0.0 0.1
H 1.8299 2.3679 2.6945 0.0 0.0 0.0
H 1.7263 4.7988 2.3141 0.0 0.0 0.1
H 1.7935 5.7036 0.0229 0.0 0.1 0.0
H 1.9697 4.1653 -1.9062 0.0 0.0 0.0
H 2.1142 1.7205 -1.5120 0.0 0.2 -0.1
H 4.4935 1.6429 0.3332 0.1 -0.1 -0.1
H 6.7981 1.1308 -0.3699 0.0 0.0 0.0
H 7.3991 -1.1704 -1.0413 0.1 0.0 0.0
H 5.6986 -2.9658 -0.9652 0.0 0.0 -0.1
H 3.3726 -2.4267 -0.2904 0.2 -0.1 -0.1
C -2.9621 -4.7565 0.6878 0.4 0.6 0.0
Si -1.6202 -3.3938 0.7038 0.4 -0.4 0.2
C -0.5158 -3.6475 -0.8456 -0.2 0.0 0.7
C -0.6170 -3.6108 2.3215 -0.2 -0.1 -0.8
N -2.1285 -1.7395 0.6204 1.6 -0.3 -0.8
C -3.2596 -1.1081 0.9578 -0.9 1.1 0.3
C -4.4503 -1.7967 1.2668 0.4 0.2 -0.1
C -5.6203 -1.1407 1.5697 -0.2 0.4 0.1
C -5.6554 0.2447 1.6113 -0.2 -0.2 0.1
C -4.5026 0.9652 1.3490 0.2 0.0 -0.1
C -3.3290 0.3198 0.9997 -1.0 -0.8 0.3
O -2.1847 1.0034 0.6828 0.2 0.6 -0.1
C -2.2302 2.3814 0.6768 -0.1 0.4 0.0
C -2.8671 3.0496 -0.3655 0.2 -0.2 0.1
C -2.8591 4.4324 -0.4037 0.0 0.0 -0.1
C -2.2422 5.1499 0.6087 0.1 0.1 0.1
C -1.6192 4.4805 1.6489 -0.1 0.1 -0.1
C -1.6074 3.0978 1.6891 -0.1 -0.3 -0.1
H -2.5112 -5.7217 0.4862 0.3 -0.2 -0.1
H -3.7172 -4.5873 -0.0734 -0.2 0.1 -0.1
H -3.4527 -4.8314 1.6536 -0.1 0.0 0.2
H -0.1648 -4.6709 -0.9209 0.1 -0.3 0.0
H 0.3639 -2.9977 -0.8058 0.0 -0.1 0.0
H -1.0531 -3.4197 -1.7631 -0.2 0.1 -0.1
H -0.3036 -4.6372 2.4807 0.1 -0.3 0.0
H -1.2249 -3.3159 3.1728 -0.1 0.1 0.1
H 0.2764 -2.9859 2.3157 0.0 0.1 0.0
H -4.4285 -2.8715 1.2525 0.0 -0.2 0.0
H -6.5089 -1.7133 1.7915 -0.1 0.0 0.0
H -6.5663 0.7679 1.8523 -0.1 0.1 0.1
H -4.5119 2.0424 1.4232 -0.1 0.1 0.0
H -3.3594 2.4735 -1.1351 -0.1 0.0 -0.1
H -3.3303 4.9479 -1.2299 -0.1 0.0 0.0
H -2.2407 6.2301 0.5871 0.0 0.1 0.0
H -1.1439 5.0393 2.4429 0.0 0.0 0.0
H -1.1215 2.5654 2.4917 0.0 -0.1 0.0
C -0.7541 1.5196 -2.5326 0.2 -0.2 0.5
P -0.8755 -0.2769 -2.1071 -0.6 0.0 0.6
C -2.6945 -0.5011 -2.2614 0.4 -0.1 0.2
C -0.3038 -0.9076 -3.7284 0.4 -0.3 0.3
C 0.9943 -0.5839 -4.1200 0.0 0.0 0.1
C 1.4596 -0.9152 -5.3782 0.1 0.0 -0.1
C 0.6426 -1.6091 -6.2579 0.0 0.0 0.0
C -0.6321 -1.9766 -5.8612 0.0 0.0 -0.2
C -1.1014 -1.6338 -4.6053 -0.1 0.1 0.2
H 0.2059 1.7272 -2.9976 0.0 0.0 0.0
H -0.8390 2.1260 -1.6339 0.0 0.0 0.0
H -1.5476 1.7787 -3.2333 0.0 -0.1 0.0
H -3.0482 -0.1671 -3.2353 0.1 0.0 -0.1
H -3.1776 0.0828 -1.4854 -0.1 0.0 0.1
H -2.9578 -1.5427 -2.1008 -0.1 -0.1 0.1
H 1.6380 -0.0551 -3.4267 0.1 0.0 0.0
H 2.4540 -0.6207 -5.6827 0.1 0.0 0.0
H 0.9986 -1.8600 -7.2453 0.0 0.0 -0.1
H -1.2745 -2.5161 -6.5444 0.0 0.0 0.0
H -2.1020 -1.9236 -4.3219 -0.1 0.0 0.0
```
Forces are in eV/Å.

Properties
HOMO level ... -6.48 eV
Lowest unoccupied orbital energy ... -0.023 hartree
HOMO-LUMO gap ... 5.858 eV
Electronic energy ... -138841.36702 eV


> electronic energy of number 3 (C41H42P2SeSr)?

-127949.51003 eV


> The lowest electronic energy belongs to which entry?

C41H43AsNOPPtSSi


> Which of these has the highest electronic energy?

C41H42P2Pb


> Among the records above, which one has the highest electronic energy?

C41H42P2Pb